Computed, not measured: a structure of composition C11H25LaN5O8 at a distorted geometry, with ωB97M-V/def2-TZVPD.

XYZ file:
```
50
Properties=species:S:1:pos:R:3:mulliken_charge:R:1
O 2.54391 2.01511 -0.44127 -0.503
H 2.75113 2.52802 -1.24554 0.320
La 0.26957 1.10052 0.05504 1.252
N -0.31272 -1.51034 -2.38951 -0.997
N 0.25624 1.20353 -2.36810 0.491
N 0.81059 -1.06135 1.32432 0.522
N 1.74301 1.15857 2.13483 0.329
O -0.18850 -0.96372 -1.21123 -0.244
O 0.37665 -2.28408 0.84620 -0.586
O 2.45505 2.31021 2.55655 -0.540
O 0.15010 2.47323 -2.03143 -0.818
C -0.46587 0.72700 -3.40170 0.515
C -0.70792 -0.68425 -3.36491 0.590
C 1.20298 -1.07100 2.60716 0.291
C 1.71668 0.19298 3.06184 0.179
C -1.45360 -1.39324 -4.45319 -1.300
H -2.49804 -1.57604 -4.14838 0.238
H -1.01004 -2.38343 -4.63862 0.370
H -1.46078 -0.82856 -5.39003 0.340
C -1.04991 1.62294 -4.42756 -1.481
H -0.47981 2.55917 -4.46028 0.360
H -2.10287 1.85452 -4.19444 0.253
H -1.01745 1.15044 -5.41644 0.436
C 1.11495 -2.25983 3.49583 -1.462
C 2.23270 0.35603 4.44456 -1.272
H 0.77778 -3.12736 2.92379 0.395
H 0.40410 -2.07339 4.31300 0.308
H 2.08919 -2.47680 3.95280 0.354
H 2.62002 1.36566 4.59451 0.376
H 3.03337 -0.37014 4.64237 0.331
H 1.43792 0.16484 5.17935 0.338
H 0.07755 -2.02093 -0.09374 0.435
H 2.85378 2.66849 1.74183 0.352
C 2.86291 0.55868 -0.68801 -0.615
H 2.30659 0.13584 -1.53817 0.330
H 2.68314 -0.00694 0.23701 0.224
H 3.93367 0.50425 -0.91786 0.486
O 2.33820 -2.86190 -2.22710 -0.628
H 2.33792 -3.59832 -1.59345 0.295
H 1.39305 -2.73905 -2.45140 0.357
N -4.25559 0.06237 1.88369 -0.236
C -3.93794 1.45622 1.44690 -0.572
C -2.48084 1.38059 1.04061 1.116
O -2.00467 0.19270 0.96108 -0.835
O -1.78336 2.41731 0.81749 -0.755
H -3.46046 -0.51215 1.51118 0.325
H -5.17072 -0.25373 1.55337 0.371
H -4.28618 0.01308 2.90717 0.357
H -4.56050 1.72505 0.59146 0.285
H -4.08497 2.15918 2.26841 0.326
```

Summary:
charge	+1
HOMO (alpha / beta)	-0.333 / -0.333	Ha
largest force on an atom	0.075	Eh/bohr